{"formula": "C39H51CsN4O2P2S", "method": "ωB97M-V/def2-TZVPD", "species": ["Cs", "C", "C", "C", "C", "C", "H", "H", "H", "H", "H", "C", "C", "C", "P", "C", "C", "C", "C", "C", "C", "C", "C", "C", "N", "C", "C", "C", "C", "C", "C", "P", "C", "C", "C", "C", "C", "C", "H", "H", "H", "H", "H", "H", "H", "H", "H", "H", "H", "H", "H", "H", "H", "H", "H", "H", "H", "H", "H", "H", "H", "H", "H", "H", "H", "H", "H", "H", "H", "H", "H", "H", "H", "H", "O", "N", "O", "H", "H", "S", "C", "C", "C", "N", "C", "C", "C", "C", "C", "N", "C", "C", "H", "H", "H", "H", "H", "H", "H", "H"], "xyz": [[-1.94949, 0.46896, -0.19600], [-4.14949, 1.45400, 1.96146], [-4.05157, 2.56571, 1.10125], [-4.65867, 2.22404, -0.12409], [-5.13355, 0.90106, -0.02182], [-4.81856, 0.42476, 1.26636], [-3.82531, 1.41943, 2.99444], [-3.64874, 3.53653, 1.35840], [-4.79005, 2.88695, -0.97014], [-5.67876, 0.35832, -0.78332], [-5.09948, -0.54104, 1.66675], [-0.86396, -2.24921, 5.22492], [-1.33883, -1.56930, 3.94211], [-2.85220, -1.74010, 3.77039], [-0.57609, -1.85486, 2.25828], [-1.26368, -3.46520, 1.62755], [-0.73110, -3.71623, 0.21480], [-1.14280, -4.73621, 2.46276], [1.21327, -2.20475, 2.58411], [1.55913, -3.11652, 3.58840], [2.86394, -3.34836, 3.98533], [3.88725, -2.64407, 3.37615], [3.59396, -1.75271, 2.36160], [2.27981, -1.53804, 1.95145], [2.07017, -0.62298, 0.85705], [3.15939, 0.18946, 0.34566], [4.02087, -0.50764, -0.50119], [5.14262, 0.09270, -1.03485], [5.40155, 1.41938, -0.72540], [4.51417, 2.11925, 0.07075], [3.36421, 1.53999, 0.63631], [2.37769, 2.84759, 1.50843], [0.57801, 2.37403, 1.51101], [-0.20420, 3.68184, 1.33954], [0.02271, 1.59112, 2.69298], [2.96518, 2.74284, 3.27332], [4.25825, 3.55011, 3.41017], [3.15549, 1.35131, 3.86293], [-1.46179, -1.87113, 6.05810], [0.17950, -2.03134, 5.44759], [-0.99570, -3.33146, 5.20401], [-1.15418, -0.49732, 4.07454], [-3.12694, -2.79611, 3.71178], [-3.22637, -1.23428, 2.87822], [-3.37291, -1.31306, 4.62930], [-2.32845, -3.22008, 1.53827], [0.33043, -3.97464, 0.24357], [-0.83296, -2.84127, -0.42733], [-1.26773, -4.54986, -0.24251], [-0.10855, -5.07861, 2.51458], [-1.72220, -5.53538, 1.99347], [-1.52073, -4.60896, 3.47603], [0.77012, -3.65384, 4.08907], [3.07239, -4.06208, 4.77131], [4.91606, -2.78574, 3.67977], [4.39956, -1.21245, 1.88871], [3.80115, -1.54596, -0.71877], [5.80208, -0.46650, -1.68475], [6.27212, 1.91929, -1.12901], [4.68683, 3.17429, 0.24843], [0.47995, 1.80479, 0.58186], [-0.06035, 4.33572, 2.20443], [-1.27407, 3.47591, 1.25738], [0.11385, 4.22455, 0.45021], [0.20807, 2.10777, 3.63795], [0.45388, 0.59465, 2.76951], [-1.06623, 1.48970, 2.60789], [2.17848, 3.26754, 3.82719], [5.06602, 3.08394, 2.83967], [4.57481, 3.58480, 4.45492], [4.13701, 4.57155, 3.05015], [3.96551, 0.83223, 3.34677], [2.26392, 0.73103, 3.79471], [3.43438, 1.42400, 4.91752], [1.03362, -0.35333, -1.01958], [1.12036, -1.00947, -0.00051], [1.13318, 2.49934, -1.88634], [1.89073, 2.96335, -1.51344], [1.31864, 1.56337, -1.73214], [-2.68433, 1.95318, -7.61876], [-2.38825, 1.35580, -5.97794], [-3.23917, 1.76203, -4.96061], [-2.96639, 1.35010, -3.66463], [-1.93638, 0.57086, -3.34283], [-1.12614, 0.18767, -4.32954], [-1.29974, 0.55470, -5.65174], [-2.25010, 0.55049, -8.61010], [-2.53262, -0.75604, -8.22970], [-2.20644, -1.78039, -9.10221], [-1.65281, -1.59132, -10.29919], [-1.40130, -0.33624, -10.65482], [-1.66900, 0.76365, -9.85140], [-4.10328, 2.37836, -5.16827], [-3.61323, 1.65733, -2.84792], [-0.28594, -0.43565, -4.04368], [-0.60067, 0.22427, -6.40779], [-2.99612, -0.97489, -7.27729], [-2.41119, -2.80885, -8.82641], [-0.95002, -0.19461, -11.63056], [-1.42155, 1.76245, -10.18504]], "forces_ev_per_angstrom": [[-0.15, 0.08, -0.12], [-0.01, -0.02, 0.01], [-0.01, 0.01, 0.00], [-0.01, -0.01, 0.01], [0.02, 0.02, -0.01], [-0.01, -0.01, -0.01], [0.01, 0.00, 0.00], [0.01, 0.00, 0.00], [0.00, 0.00, 0.00], [-0.01, 0.00, 0.00], [0.00, 0.00, 0.00], [-0.04, 0.05, 0.03], [-0.02, -0.03, 0.00], [-0.02, 0.00, 0.03], [0.06, 0.05, -0.01], [-0.01, -0.02, -0.01], [0.04, 0.03, 0.03], [0.02, 0.03, 0.00], [-0.01, 0.01, 0.11], [0.01, -0.06, -0.08], [0.02, 0.01, -0.01], [-0.02, -0.01, 0.03], [0.00, 0.05, -0.02], [0.02, 0.03, 0.03], [-0.02, -0.05, -0.04], [0.02, 0.01, -0.01], [-0.01, -0.01, 0.00], [0.00, 0.00, 0.00], [0.00, 0.01, 0.00], [0.02, -0.01, 0.00], [-0.02, -0.01, 0.01], [-0.04, 0.03, 0.03], [0.13, 0.01, 0.01], [-0.04, 0.00, -0.04], [-0.01, -0.05, 0.08], [0.00, -0.03, -0.03], [0.00, 0.00, -0.01], [0.02, -0.04, 0.00], [-0.01, 0.01, 0.00], [-0.02, 0.00, 0.01], [-0.02, -0.02, 0.00], [-0.01, -0.01, -0.01], [0.01, 0.01, 0.00], [-0.01, 0.02, -0.01], [0.00, 0.01, -0.01], [0.01, 0.00, 0.00], [0.00, 0.00, 0.00], [-0.04, -0.01, -0.02], [0.01, 0.00, -0.01], [0.03, 0.01, 0.02], [0.00, 0.00, 0.00], [0.00, 0.01, 0.04], [0.04, -0.04, -0.08], [0.01, 0.00, 0.00], [0.00, -0.01, -0.01], [0.01, 0.00, -0.01], [0.00, 0.00, 0.00], [0.00, 0.00, 0.00], [0.00, 0.00, 0.00], [0.00, 0.00, 0.00], [-0.02, -0.05, 0.05], [0.00, -0.01, 0.01], [-0.02, 0.00, 0.02], [0.00, -0.01, -0.01], [0.02, 0.05, -0.03], [-0.01, 0.00, -0.03], [0.06, -0.02, -0.04], [-0.02, 0.01, -0.01], [0.00, 0.00, 0.01], [0.00, 0.00, 0.00], [0.00, 0.01, 0.00], [0.01, 0.00, 0.00], [0.03, 0.00, 0.01], [0.00, 0.00, 0.00], [0.04, 0.00, 0.01], [-0.01, 0.02, 0.08], [-0.04, -0.03, 0.03], [0.00, 0.02, -0.01], [0.05, -0.02, 0.00], [0.04, -0.07, 0.00], [0.00, 0.03, -0.03], [0.00, 0.00, -0.01], [0.00, 0.02, 0.02], [-0.03, -0.01, -0.04], [0.01, 0.02, -0.01], [0.04, 0.02, 0.04], [-0.04, 0.01, 0.05], [-0.02, -0.03, -0.04], [0.00, 0.02, -0.01], [0.01, -0.02, -0.01], [-0.01, 0.01, 0.02], [0.00, 0.01, -0.01], [0.00, 0.00, 0.00], [-0.02, -0.02, 0.00], [0.00, 0.00, 0.00], [0.00, 0.01, 0.02], [0.00, -0.01, -0.03], [0.00, 0.00, 0.00], [0.00, 0.00, 0.00], [0.00, 0.00, -0.01]], "homo_lumo_gap_ha": 0.228, "lumo_ev": -0.17, "e_above_lowest_kcal_mol": 5.19}